Molecular formula: C5H14NO2
Method: DFT, wB97M-V/def2-TZVPD

Each line ends with the Löwdin charge.
Element x y z (Å)
1 C 0.1948 -1.9350 -0.9900  -0.52
2 O 1.4455 -2.3887 -1.2225  -0.35
3 C 0.1697 -0.4425 -0.5542  -0.41
4 C 0.8714 -0.2067 0.7633  -0.38
5 C 0.1610 -0.9101 1.9459  -0.07
6 C 1.1030 1.3018 1.0298  -0.08
7 N -1.1830 0.1704 -0.5680  0.03
8 H -0.4519 -1.9348 -1.9104  0.08
9 H -0.3601 -2.5336 -0.2154  0.08
10 H 0.7278 -0.0222 -1.3934  0.13
11 H 1.8516 -0.6339 0.5711  0.12
12 H 0.8709 -1.4791 2.5576  0.07
13 H -0.3212 -0.1532 2.5812  0.06
14 H -0.5742 -1.6060 1.5554  0.05
15 H 2.1108 1.5273 1.3851  0.06
16 H 0.4240 1.7083 1.7884  0.06
17 H 0.9531 1.8670 0.1224  0.06
18 H -1.7150 -0.2318 0.1981  0.06
19 H -1.6555 -0.0667 -1.4316  0.06
20 H -1.2094 3.0464 -2.6706  0.02
21 H -1.6300 1.9899 -1.6389  0.00
22 O -1.7832 2.9331 -1.9030  -0.11

Cartesian forces, eV/Å:
0.811 -0.246 -0.021
-0.411 0.170 0.222
-0.655 -0.441 -0.824
0.309 0.672 0.080
0.526 0.453 -0.149
-0.082 -0.166 0.370
0.248 0.316 0.270
-0.269 -0.107 0.019
-0.223 0.025 -0.136
0.258 0.565 0.257
0.056 -0.438 0.196
-0.167 0.106 -0.056
-0.045 -0.335 -0.064
-0.161 -0.169 0.187
0.105 -0.171 0.041
-0.085 -0.055 -0.178
-0.076 0.249 -0.310
-0.194 0.052 -0.180
-0.054 -0.511 0.008
-0.095 0.027 0.152
0.016 0.845 0.324
0.188 -0.843 -0.207

As for the total charge: -1. The value obtained for the energy above the lowest of the compared OMol25 structures with the same formula, charge and spin is 15.62 kcal per mole. As for the multiplicity: 1.

Molecular formula: C26H33N10W
Method: DFT, wB97M-V/def2-TZVPD

Each line ends with the Löwdin charge.
Element x y z (Å)
1 W 0.0881 0.3050 0.0066  1.76
2 C -0.4342 0.5602 2.8602  -0.10
3 N -0.2141 -0.6262 1.9717  -0.27
4 C -1.4341 -1.5033 1.9782  -0.05
5 C -1.9554 -1.8446 0.6086  -0.22
6 C -2.9216 -2.8204 0.4530  0.04
7 C -3.4154 -3.0957 -0.8132  0.03
8 C -2.9172 -2.3876 -1.8980  0.00
9 C -1.9518 -1.4336 -1.6691  -0.13
10 N -1.4784 -1.1530 -0.4417  -0.05
11 C 0.9935 -1.4083 2.3201  -0.09
12 C 1.3163 -2.3101 1.1555  -0.24
13 C 1.8428 -3.5783 1.3072  0.04
14 C 2.0874 -4.3472 0.1766  0.03
15 C 1.7752 -3.8286 -1.0727  0.01
16 C 1.2459 -2.5562 -1.1470  -0.10
17 N 1.0361 -1.7949 -0.0607  -0.05
18 C -1.5499 1.3175 2.2141  -0.31
19 C -2.6140 1.7885 2.8739  0.01
20 C -3.7723 2.2579 2.1319  -0.03
21 C -3.7068 2.3758 0.8114  -0.01
22 C -2.3863 2.2155 0.0985  -0.22
23 N -1.4449 1.3113 0.7990  -0.14
24 H 0.5078 1.1190 2.8848  0.12
25 H -0.6790 0.2577 3.8800  0.16
26 H -2.2224 -0.9809 2.5225  0.15
27 H -1.2141 -2.4178 2.5308  0.15
28 H -3.2893 -3.3543 1.3197  0.14
29 H -4.1785 -3.8503 -0.9515  0.14
30 H -3.2813 -2.5482 -2.9032  0.13
31 H -1.5688 -0.8506 -2.4956  0.10
32 H 0.8420 -1.9828 3.2359  0.15
33 H 1.8103 -0.7071 2.5176  0.13
34 H 2.0504 -3.9637 2.2969  0.14
35 H 2.4994 -5.3434 0.2716  0.14
36 H 1.9303 -4.4022 -1.9758  0.14
37 H 0.9680 -2.1300 -2.1038  0.12
38 H -2.6426 1.7350 3.9538  0.13
39 H -4.6930 2.4566 2.6626  0.13
40 H -4.5589 2.6680 0.2156  0.13
41 H -1.9386 3.2204 0.0596  0.14
42 C 2.8461 1.7130 0.7674  -0.14
43 C 2.1706 2.9608 0.2545  -0.13
44 N 0.7364 2.6507 -0.0152  -0.10
45 C 0.2141 3.3226 -1.2423  -0.09
46 C -0.2914 2.3153 -2.2843  -0.27
47 N 0.4790 1.0213 -2.0845  -0.11
48 C 1.9386 1.2128 -2.4021  -0.12
49 C 2.8479 0.4781 -1.4281  -0.13
50 N 2.3632 0.5391 -0.0129  -0.16
51 H 3.9327 1.7982 0.7033  0.15
52 H 2.5910 1.5300 1.8130  0.12
53 H 2.2657 3.7729 0.9755  0.15
54 H 2.6440 3.3033 -0.6627  0.12
55 H 0.1942 2.9925 0.7722  0.12
56 H -0.5775 4.0266 -1.0015  0.14
57 H 1.0092 3.9185 -1.6850  0.13
58 H -2.0503 1.8420 -3.2598  0.14
59 H -0.0400 2.7001 -3.2748  0.18
60 H 0.0998 0.3794 -2.7777  0.12
61 H 2.1400 0.8612 -3.4140  0.15
62 H 2.1490 2.2777 -2.4070  0.11
63 H 2.9064 -0.5760 -1.6941  0.11
64 H 3.8610 0.8804 -1.4963  0.15
65 H 2.7673 -0.2771 0.4374  0.11
66 N -3.9587 0.1789 -3.8715  0.21
67 C -3.8533 0.6602 -2.8280  -0.33
68 N -3.7066 1.1379 -1.5828  0.17
69 C -2.6071 1.7554 -1.3331  -0.29
70 N -1.6949 2.0332 -2.3269  0.13

Cartesian forces, eV/Å:
0.041 -0.078 -0.048
-0.011 0.017 0.012
0.000 -0.015 0.002
0.004 0.006 0.025
0.006 -0.004 -0.011
0.003 0.017 0.002
0.006 -0.004 0.002
0.000 0.006 -0.004
-0.011 -0.006 -0.005
-0.013 0.003 0.014
-0.003 0.017 -0.006
0.007 -0.019 0.010
-0.003 0.016 -0.002
0.000 -0.001 -0.003
0.000 0.008 0.002
0.000 -0.016 -0.004
-0.024 0.054 -0.018
0.035 0.004 -0.003
0.014 -0.006 -0.035
-0.016 0.006 0.014
0.012 -0.002 0.011
0.001 0.022 0.001
-0.043 -0.014 0.005
-0.004 0.004 0.001
0.005 0.000 -0.003
0.000 -0.004 -0.005
-0.012 -0.002 0.001
0.001 -0.006 -0.001
-0.001 0.000 0.003
0.001 0.003 -0.001
0.002 -0.004 -0.003
0.002 -0.005 -0.004
0.005 -0.009 0.008
0.000 0.001 0.003
0.001 -0.001 0.000
0.000 0.001 -0.002
0.000 -0.001 0.001
0.004 0.000 0.004
-0.001 0.001 -0.003
-0.001 0.001 -0.003
-0.013 0.005 0.005
0.024 -0.014 -0.012
-0.011 0.024 0.017
0.004 -0.006 0.016
-0.024 -0.022 0.026
-0.012 -0.009 -0.003
0.056 -0.004 0.003
-0.013 -0.013 -0.005
0.006 0.013 0.009
-0.015 0.039 0.005
-0.002 -0.007 0.003
-0.001 0.011 0.001
-0.005 0.002 -0.008
0.008 -0.005 0.001
-0.001 -0.005 0.003
0.010 0.015 -0.010
0.002 -0.009 -0.008
0.005 -0.003 0.000
-0.010 0.009 0.003
-0.007 -0.004 0.007
0.008 0.007 0.001
0.002 0.000 -0.002
-0.007 0.001 -0.003
0.001 -0.006 -0.003
-0.009 -0.006 0.000
0.139 0.026 -0.034
-0.259 -0.051 0.067
0.123 0.042 -0.041
-0.018 -0.015 0.009
0.014 -0.002 -0.007

As for the total charge: +3. Its expectation value of S² is 2.010. The value obtained for the energy above the lowest of the compared OMol25 structures with the same formula, charge and spin is 0.00 kcal per mole. As for the multiplicity: 3.

Molecular formula: C9H15InN2O4PSi
Method: DFT, wB97M-V/def2-TZVPD

Each line ends with the Löwdin charge.
Element x y z (Å)
1 C 2.6515 0.9481 1.7821  0.05
2 C 2.9584 0.3995 0.4227  -0.45
3 O 4.0754 0.2372 0.0732  0.28
4 N 1.9152 0.1034 -0.5367  -0.03
5 C 2.4675 -0.6053 -1.7174  -0.01
6 Si 0.3393 -0.5228 0.0243  0.72
7 C -0.3369 -1.9852 -0.9045  -0.25
8 P -1.5311 -2.6531 0.2807  0.37
9 O -2.0051 -1.4119 0.9658  -0.31
10 O -2.6035 -3.5333 -0.4235  -0.02
11 O -0.8594 -3.6989 1.2279  -0.03
12 C -0.8593 1.0063 -0.0559  -0.23
13 C -0.4140 2.3256 0.2055  -0.09
14 C -1.3447 3.3856 0.1043  -0.17
15 N -2.6517 3.2673 -0.2049  0.11
16 C -3.0770 2.0209 -0.4869  -0.09
17 C -2.2174 0.9282 -0.4195  -0.09
18 H 2.1349 1.9019 1.6767  0.09
19 H 2.1060 0.2486 2.4066  0.09
20 H 3.6033 1.1584 2.2618  0.13
21 H 3.1931 0.0531 -2.2045  0.14
22 H 1.6712 -0.8081 -2.4254  0.10
23 H 2.9698 -1.5265 -1.4289  0.14
24 H 0.4455 -0.8678 1.4487  0.07
25 H 0.4211 -2.7166 -1.1879  0.09
26 H -0.8508 -1.7127 -1.8279  0.09
27 H -3.0415 -3.1876 -1.2132  0.13
28 H 0.1064 -3.6798 1.2651  0.12
29 H 0.6207 2.5529 0.4197  0.12
30 H -0.9827 4.3980 0.2602  0.17
31 H -4.1041 1.8813 -0.8019  0.17
32 H -2.6237 -0.0261 -0.6933  0.12
33 In -2.1764 2.1196 1.7070  1.47

Cartesian forces, eV/Å:
0.086 0.128 0.197
-0.256 0.785 0.276
0.992 -0.309 -0.467
0.036 -1.185 -0.039
-0.662 0.867 -0.275
-1.122 -0.234 0.496
0.315 -0.152 -0.197
-0.248 -0.377 0.192
0.001 0.475 0.001
0.149 0.150 -0.107
0.225 0.287 -0.333
0.933 0.106 -0.555
0.521 -0.084 -0.833
1.152 2.132 -1.184
-0.054 0.323 -0.638
-0.281 0.210 -1.101
-0.278 -1.296 -0.989
-0.138 0.025 0.026
-0.181 -0.080 0.021
0.067 0.013 0.065
0.355 -0.040 0.112
-0.112 -0.094 0.020
0.162 -0.144 0.014
0.327 0.227 0.118
0.139 -0.044 -0.056
-0.055 0.060 -0.079
-0.235 -0.159 0.081
-0.067 -0.332 0.272
-0.008 0.119 0.096
-0.104 0.131 0.070
-0.180 0.161 0.075
-0.177 -0.282 0.143
-1.301 -1.386 4.576

As for the total charge: +3. As for the multiplicity: 1.

Molecular formula: C26H49B2NO10
Method: DFT, wB97M-V/def2-TZVPD

Each line ends with the Löwdin charge.
Element x y z (Å)
1 N -1.9716 -2.6982 3.7358  0.16
2 B -2.8314 -2.3876 2.5889  -0.56
3 O -3.5524 -3.4090 2.0896  0.18
4 C -2.8124 -0.8934 1.9915  0.00
5 C -1.5471 -0.3565 1.7372  0.05
6 C -1.3883 0.9361 1.2491  -0.23
7 O -0.1299 1.4501 1.0117  0.13
8 B 0.3244 1.9958 2.2359  -0.77
9 O 0.9984 1.2084 3.1439  0.19
10 O 0.1118 3.3417 2.4637  0.19
11 C -2.5042 1.7174 1.0025  0.09
12 C -3.7690 1.2052 1.2566  -0.07
13 C -3.9461 -0.1017 1.7307  -0.04
14 C -5.3451 -0.5570 1.9172  -0.32
15 O -5.6994 -1.7084 1.8692  0.12
16 C -6.3657 0.4959 2.1209  0.04
17 C -6.1847 1.7376 1.6864  0.03
18 C -4.9333 2.1066 1.0083  -0.35
19 O -4.8519 3.0831 0.3124  0.13
20 H -1.1395 -3.1713 3.3875  0.08
21 H -1.6194 -1.8408 4.1471  0.06
22 H -4.0233 -3.1785 1.2832  0.09
23 H -0.6520 -0.9370 1.9044  0.13
24 H 0.3889 0.8724 3.8096  0.12
25 H -0.7257 3.4679 2.9240  0.12
26 H -2.3955 2.7245 0.6331  0.14
27 H -7.2980 0.2159 2.5858  0.12
28 H -6.9335 2.5085 1.7792  0.12
29 C 2.5634 1.7896 -0.7672  -0.04
30 C 3.9867 1.6157 -0.2656  -0.27
31 O 4.9470 1.5019 -1.3018  -0.16
32 C 5.0415 2.6123 -2.1733  -0.29
33 C 5.4392 3.9062 -1.4825  -0.08
34 H 2.3085 1.0039 -1.4788  0.08
35 H 1.8634 1.7540 0.0635  0.05
36 H 2.4286 2.7468 -1.2739  0.08
37 H 4.0628 0.6874 0.3026  0.12
38 H 4.2575 2.4262 0.4229  0.10
39 H 4.1054 2.7444 -2.7292  0.10
40 H 5.8055 2.3422 -2.9037  0.12
41 H 4.6615 4.2602 -0.8040  0.07
42 H 5.6141 4.6879 -2.2224  0.08
43 H 6.3505 3.7631 -0.9000  0.08
44 C 3.2210 1.2479 -5.6339  -0.08
45 C 2.6074 0.3630 -4.5619  -0.28
46 O 1.4453 0.9085 -3.9649  -0.18
47 C 0.3499 1.1448 -4.8285  -0.28
48 C -0.1842 -0.1081 -5.5025  -0.08
49 H 3.3942 2.2529 -5.2461  0.07
50 H 4.1722 0.8306 -5.9653  0.08
51 H 2.5750 1.3362 -6.5090  0.07
52 H 3.3203 0.2389 -3.7449  0.11
53 H 2.4031 -0.6385 -4.9575  0.11
54 H 0.6061 1.9052 -5.5752  0.11
55 H -0.4277 1.5750 -4.1967  0.12
56 H 0.5323 -0.5257 -6.2117  0.07
57 H -1.0977 0.1219 -6.0514  0.08
58 H -0.4043 -0.8760 -4.7598  0.08
59 C 7.8020 1.8166 3.3581  -0.08
60 C 7.0436 1.4553 4.6247  -0.28
61 O 5.9308 2.2893 4.8847  -0.16
62 C 4.9163 2.2840 3.8968  -0.28
63 C 4.2742 0.9259 3.6739  -0.08
64 H 8.0770 2.8722 3.3665  0.08
65 H 8.7095 1.2174 3.2798  0.08
66 H 7.2073 1.6349 2.4613  0.06
67 H 7.7007 1.5738 5.4866  0.12
68 H 6.7386 0.4027 4.6036  0.11
69 H 5.3002 2.6865 2.9519  0.10
70 H 4.1618 2.9863 4.2526  0.12
71 H 4.9758 0.2132 3.2354  0.07
72 H 3.4285 1.0197 2.9975  0.05
73 H 3.9226 0.5084 4.6188  0.09
74 C -7.1184 -3.9758 -0.2493  -0.07
75 C -7.0734 -4.2803 -1.7366  -0.28
76 O -5.7793 -4.6048 -2.2128  -0.16
77 C -5.1817 -5.7521 -1.6379  -0.28
78 C -5.9594 -7.0361 -1.8728  -0.08
79 H -6.3855 -3.2123 0.0082  0.06
80 H -8.1083 -3.6181 0.0351  0.08
81 H -6.9008 -4.8591 0.3535  0.07
82 H -7.3742 -3.3952 -2.2979  0.12
83 H -7.7872 -5.0716 -1.9929  0.11
84 H -5.0072 -5.5997 -0.5663  0.10
85 H -4.2008 -5.8321 -2.1073  0.12
86 H -6.9153 -7.0345 -1.3468  0.07
87 H -5.3863 -7.8920 -1.5154  0.08
88 H -6.1638 -7.1686 -2.9360  0.08

Cartesian forces, eV/Å:
0.260 0.712 -0.821
0.162 0.171 0.599
0.374 -0.243 -0.459
-0.414 -0.496 0.020
-0.201 0.160 0.005
-0.157 -0.182 -0.335
-0.192 -0.088 0.726
0.248 0.397 -0.451
-0.492 -0.153 -0.201
-0.251 -0.419 0.130
-0.124 -0.053 0.079
0.307 -0.023 -0.099
0.613 0.401 -0.172
-0.073 0.309 0.063
-0.010 -0.631 0.015
-0.202 0.495 0.124
-0.102 -0.071 0.127
0.074 -0.448 0.275
0.098 0.646 -0.323
-0.208 -0.552 0.406
0.023 -0.062 0.132
-0.298 0.035 0.125
0.078 -0.108 0.093
0.338 -0.074 0.262
0.097 0.431 -0.011
0.006 0.113 -0.115
-0.074 -0.302 -0.002
-0.150 0.059 -0.081
0.241 0.127 -0.106
-0.143 -0.011 0.078
0.111 -0.114 0.008
0.005 0.090 -0.104
-0.081 -0.029 0.118
-0.075 -0.012 0.038
0.058 -0.057 -0.085
-0.045 0.007 0.032
0.072 -0.024 -0.051
-0.004 0.029 -0.028
-0.015 0.032 0.034
0.006 -0.073 0.028
-0.013 0.029 -0.036
0.013 -0.008 -0.015
0.030 0.002 -0.038
-0.143 0.042 -0.067
0.138 -0.026 -0.020
0.002 0.039 0.169
-0.101 -0.002 -0.079
0.139 -0.054 -0.023
0.042 -0.014 0.027
0.015 -0.005 0.024
0.030 -0.032 -0.019
-0.056 0.022 0.055
-0.010 0.017 -0.047
0.010 -0.030 -0.033
0.054 0.010 0.063
-0.026 0.020 -0.032
-0.013 0.010 0.014
-0.043 0.022 0.014
-0.129 0.028 -0.088
0.117 -0.054 -0.015
-0.011 0.071 0.107
-0.116 0.006 -0.074
0.251 -0.099 -0.019
0.037 -0.005 0.035
0.010 0.000 0.021
0.029 -0.045 -0.006
-0.054 0.042 0.038
-0.002 -0.001 -0.049
0.003 -0.040 -0.020
0.046 0.023 0.060
-0.012 0.016 -0.031
-0.043 0.002 0.010
-0.052 0.038 0.002
0.105 -0.161 -0.004
-0.115 0.043 0.058
0.062 0.078 -0.092
0.060 -0.099 0.038
-0.131 0.064 0.018
-0.050 0.063 -0.003
-0.001 0.028 -0.012
-0.058 0.001 0.016
0.072 -0.006 -0.052
0.010 -0.023 0.037
-0.035 -0.029 0.011
-0.010 0.071 -0.035
0.023 -0.029 0.034
0.021 0.003 -0.006
0.045 -0.015 -0.010

As for the total charge: 0. Its SMILES is NB(O)c1cc(OB(O)O)cc2c1C(=O)C=CC2=O.CCOCC.CCOCC.CCOCC.CCOCC. As for the multiplicity: 1.

no.,E (eV)
1,-10996.928
2,-44199.346
3,-43052.137
4,-51077.589